No. 1
The following is a DFT calculation (the ωB97M-V functional and the def2-TZVPD basis) of a cluster of 2 separate species, C5H9NO6 in total in a non-equilibrium geometry.

Geometry (Å):
N -2.67851 1.09477 -2.64345
O -2.67014 0.88025 -3.88280
O -1.81474 0.40229 -1.94578
O -3.45386 1.89606 -2.09110
C 1.92012 -1.22914 -1.06458
C 1.52944 -1.28019 0.39760
C 0.67161 -0.06352 0.72786
C 0.16303 0.05453 2.15778
C -0.79037 1.16133 2.11630
O -1.08406 2.14440 2.70400
O -0.39099 -0.19445 -0.21041
O -1.27066 0.93174 -0.20356
H 2.54993 -2.08148 -1.32979
H 1.01986 -1.24579 -1.68315
H 2.47508 -0.30976 -1.27798
H 0.94135 -2.18411 0.60522
H 2.40712 -1.30076 1.05488
H 1.26709 0.84075 0.49213
H -0.34321 -0.88561 2.45035
H 1.00674 0.27163 2.83642
H -1.45484 1.09708 0.79003

Highest occupied orbital energy (spin up / spin down), eV: -8.8 / -10.5
Charge: 0
LUMO level (spin up / spin down), eV: -2.12 / -1.24
Spin multiplicity: 1
Energy above the lowest of the compared OMol25 structures with the same formula, charge and spin, kcal/mol: 248.9

Charges per atom according to natural (NBO) partitioning, unit e:
1 N 0.6744
2 O -0.3811
3 O -0.1670
4 O -0.3980
5 C -0.6086
6 C -0.4102
7 C 0.0941
8 C -0.5762
9 C 0.5373
10 O -0.3877
11 O -0.2606
12 O -0.2949
13 H 0.2171
14 H 0.2364
15 H 0.2062
16 H 0.2125
17 H 0.2145
18 H 0.1855
19 H 0.2726
20 H 0.2554
21 H 0.3782



No. 2
The following is a DFT calculation (the ωB97M-V functional and the def2-TZVPD basis) of the molecule C5H9NOS in a non-equilibrium geometry.

Geometry (Å):
C -1.02622 -1.69139 1.08533
C -0.99510 0.72547 0.07849
C 0.18924 1.64394 0.00549
C 1.22321 0.69762 -0.64065
C 0.81865 -0.72232 -0.14252
H -1.12316 -2.57806 0.46355
H -0.34836 -1.85883 1.92063
H -2.02830 -1.36405 1.45909
H -1.59547 0.77111 -0.84500
H -1.65588 0.92585 0.90979
H 0.07289 2.57053 -0.55537
H 0.54082 1.91597 1.02231
H 2.28532 0.84752 -0.29012
H 1.01297 -0.04635 -2.45571
N -0.43841 -0.59582 0.26522
O 1.23445 0.78490 -2.02314
S 1.83335 -2.02609 -0.25738

Highest occupied orbital energy, eV: -8.3
Charge: 0
Structure (SMILES): CN1CC[C@H](O)C1=S
LUMO level, eV: 0.72
Spin multiplicity: 1
Energy above the lowest of the compared OMol25 structures with the same formula, charge and spin, kcal/mol: 19.9

Charges per atom according to natural (NBO) partitioning, unit e:
1 C -0.4102
2 C -0.2123
3 C -0.4352
4 C 0.0444
5 C 0.1068
6 H 0.2264
7 H 0.2202
8 H 0.2063
9 H 0.2003
10 H 0.2046
11 H 0.2382
12 H 0.2129
13 H 0.1899
14 H 0.4868
15 N -0.3930
16 O -0.7146
17 S -0.1712



No. 3
The following is a DFT calculation (the ωB97M-V functional and the def2-TZVPD basis) of the molecule C5H9NOS in a non-equilibrium geometry.

Geometry (Å):
C -1.03805 -0.20241 0.39341
C 0.48371 1.51416 0.30637
C 1.95191 0.78168 0.62874
C -2.51465 -0.71440 0.62656
C 1.35842 -0.91044 -1.48146
N -0.90593 1.01493 -0.00571
O -0.11618 -1.02675 0.82651
S 1.79202 -0.79472 0.27024
H 0.36190 1.89070 1.26057
H 0.72679 2.32085 -0.45410
H 2.45655 1.05185 1.45586
H -2.82830 -1.55132 -0.09951
H -2.99007 0.19957 0.11783
H -2.64883 -0.97314 1.70719
H 1.11399 -0.01053 -1.89837
H 0.50254 -1.58517 -1.70431
H 2.29417 -1.00485 -1.94982

Highest occupied orbital energy, eV: -8.4
Charge: 0
LUMO level, eV: -0.04
Spin multiplicity: 1
Energy above the lowest of the compared OMol25 structures with the same formula, charge and spin, kcal/mol: 123.0

Charges per atom according to natural (NBO) partitioning, unit e:
1 C 0.5740
2 C -0.2810
3 C -0.5776
4 C -0.6955
5 C -0.7866
6 N -0.5296
7 O -0.7341
8 S 0.9641
9 H 0.2087
10 H 0.2039
11 H 0.2170
12 H 0.2182
13 H 0.2441
14 H 0.2379
15 H 0.2409
16 H 0.2556
17 H 0.2400



No. 4
The following is a DFT calculation (the ωB97M-V functional and the def2-TZVPD basis) of the molecule C5H9NS in a non-equilibrium geometry.

Geometry (Å):
C -2.37999 -1.45659 0.01969
C -0.94687 -0.91063 0.03880
C -0.93658 0.61446 0.04336
C -2.02609 1.41262 -0.13262
C 1.64933 0.79976 -0.04915
H -2.91178 -1.12949 -0.87203
H -2.39608 -2.56000 0.01053
H -2.97135 -1.04419 0.86036
H -0.33533 -1.10084 -0.88825
H -0.43602 -1.30198 0.93374
H -3.05741 1.04916 -0.22457
H -1.89331 2.53036 -0.12456
H 0.34781 2.25251 0.26330
H 2.39975 1.61363 -0.16698
N 0.37874 1.23347 0.18124
S 2.27773 -0.73132 -0.03629

Highest occupied orbital energy, eV: -8.4
Charge: 0
Structure (SMILES): C=C(CC)NC=S
LUMO level, eV: 0.44
Spin multiplicity: 1
Energy above the lowest of the compared OMol25 structures with the same formula, charge and spin, kcal/mol: 22.0

Charges per atom according to natural (NBO) partitioning, unit e:
1 C -0.6130
2 C -0.4573
3 C 0.2074
4 C -0.4814
5 C -0.0708
6 H 0.2057
7 H 0.2212
8 H 0.2108
9 H 0.2415
10 H 0.2382
11 H 0.2244
12 H 0.1990
13 H 0.3965
14 H 0.2020
15 N -0.5849
16 S -0.1393



No. 5
The following is a DFT calculation (the ωB97M-V functional and the def2-TZVPD basis) of the molecule C5H9NS in a non-equilibrium geometry.

Geometry (Å):
C 0.46714 1.74888 -0.81430
C -0.99348 1.53777 -0.54130
C -0.93165 0.39439 0.50479
C -0.13883 -0.59100 0.12412
C 0.01935 -1.86429 0.91155
H 1.15699 1.87619 0.17412
H 0.88023 0.85335 -1.54397
H 0.65599 2.78066 -1.51311
H -1.83948 1.45846 -1.26804
H -1.44571 2.44549 0.08638
H -1.59016 0.35458 1.60714
H 0.54445 -0.45933 -0.71585
H 1.08052 -3.50909 0.60461
H 1.90250 -2.06870 -0.26836
N 1.25594 -2.38706 0.60298
S -1.02380 -2.57031 2.04923

Highest occupied orbital energy, eV: -8.4
Charge: 0
Structure (SMILES): CC/C=C/C(N)=S
LUMO level, eV: 0.00
Spin multiplicity: 1
Energy above the lowest of the compared OMol25 structures with the same formula, charge and spin, kcal/mol: 83.4

Charges per atom according to natural (NBO) partitioning, unit e:
1 C -0.6155
2 C -0.4950
3 C -0.0653
4 C -0.3529
5 C 0.1179
6 H 0.2415
7 H 0.1968
8 H 0.2152
9 H 0.2504
10 H 0.2087
11 H 0.2562
12 H 0.2031
13 H 0.4120
14 H 0.4001
15 N -0.8077
16 S -0.1654



No. 6
The following is a DFT calculation (the ωB97M-V functional and the def2-TZVPD basis) of a cluster of 2 separate species, C5H9O3 in total in a non-equilibrium geometry.

Geometry (Å):
O 0.44444 1.39858 0.11136
C 1.07940 0.65664 0.88724
O 0.58776 -0.34916 1.54388
C 2.51213 1.13592 1.28477
H 3.09878 0.23259 1.56045
H 2.96686 1.67614 0.45132
H 2.45024 1.80211 2.15083
C -0.94927 -0.35886 -2.31811
C -1.19664 -0.74784 -1.04656
O -0.40495 -1.75564 -0.56894
C -2.21296 -0.09346 -0.10226
H -1.40992 0.51101 -2.76811
H -0.21591 -0.91780 -2.88434
H -0.00041 -1.43982 0.29418
H -2.69189 0.70192 -0.68302
H -2.96131 -0.83689 0.22888
H -1.65041 0.36619 0.72891

Highest occupied orbital energy, eV: -4.3
Charge: -1
LUMO level, eV: 4.22
Spin multiplicity: 1
Energy above the lowest of the compared OMol25 structures with the same formula, charge and spin, kcal/mol: 13.7

Charges per atom according to natural (NBO) partitioning, unit e:
1 O -0.7431
2 C 0.7723
3 O -0.8439
4 C -0.7293
5 H 0.1993
6 H 0.2021
7 H 0.2046
8 C -0.5481
9 C 0.3821
10 O -0.7679
11 C -0.6871
12 H 0.1820
13 H 0.1888
14 H 0.5232
15 H 0.2007
16 H 0.1938
17 H 0.2706



No. 7
The following is a DFT calculation (the ωB97M-V functional and the def2-TZVPD basis) of a structure of composition C5H9O3Pm in a non-equilibrium geometry.

Geometry (Å):
O 0.21386 -2.48018 1.07291
C 0.15843 -2.87102 -0.18275
C 0.33829 -2.00197 -1.21037
O 0.91079 -0.77843 -0.78481
C 1.65375 -0.02716 -1.66761
C 1.92807 1.24611 -1.41964
Pm 0.34771 -0.52989 1.58564
H 0.14724 -3.94579 -0.40141
H -1.78836 1.07052 0.26806
H 1.97970 -0.59713 -2.53914
H 1.43813 1.78720 -0.60911
H 2.56856 1.78992 -2.11155
O -1.39712 1.09656 1.20934
C -2.10605 1.97204 2.09486
H -3.17415 1.84217 1.89192
H -1.91354 1.68229 3.13433
H -1.79998 3.01124 1.92236
H 0.49466 -2.26648 -2.25303

Highest occupied orbital energy (spin up / spin down), eV: -16.3 / -16.4
Charge: +2
LUMO level (spin up / spin down), eV: -10.01 / -8.92
Spin multiplicity: 5
Energy above the lowest of the compared OMol25 structures with the same formula, charge and spin, kcal/mol: 0.0

Charges per atom according to Mulliken partitioning, unit e:
1 O -0.6344
2 C -0.0146
3 C -0.2787
4 O -0.2706
5 C 0.4553
6 C -0.8535
7 Pm 2.0256
8 H 0.3798
9 H 0.3628
10 H 0.2673
11 H 0.0717
12 H 0.2829
13 O -0.5250
14 C -0.5035
15 H 0.2745
16 H 0.2684
17 H 0.2775
18 H 0.4143



No. 8
The following is a DFT calculation (the ωB97M-V functional and the def2-TZVPD basis) of a cluster of 2 separate species, C5H9O5 in total in a non-equilibrium geometry.

Geometry (Å):
C 0.88002 -0.38163 1.25029
C 0.02914 -1.21249 0.24261
C -0.63572 -0.35791 -0.85812
C 0.14287 0.92330 -1.07541
C 0.10817 1.65514 0.17525
O 1.07639 2.05940 0.96156
O -0.88618 -2.02985 1.00764
O -2.00818 -0.12970 -0.51043
O 1.41659 0.62608 -1.50796
O 0.29758 1.04661 1.43737
H 0.77116 -0.86084 2.19293
H 1.91747 -0.25626 1.02731
H 0.70012 -1.97386 -0.10059
H -0.81404 -0.92408 -1.76453
H -0.36754 1.70178 -1.69534
H -1.38708 2.25284 0.44439
H -0.89048 -2.89893 0.63134
H -2.12208 -0.44579 0.42357
H 1.77178 1.20618 -2.28188

Highest occupied orbital energy, eV: -14.6
Charge: +1
LUMO level, eV: -3.99
Spin multiplicity: 1
Energy above the lowest of the compared OMol25 structures with the same formula, charge and spin, kcal/mol: 104.9

Charges per atom according to natural (NBO) partitioning, unit e:
1 C -0.1080
2 C 0.0215
3 C 0.0473
4 C -0.0531
5 C 0.4166
6 O -0.1355
7 O -0.7092
8 O -0.6918
9 O -0.7176
10 O -0.0729
11 H 0.2613
12 H 0.2541
13 H 0.2366
14 H 0.2398
15 H 0.2478
16 H 0.2425
17 H 0.5000
18 H 0.4922
19 H 0.5282



No. 9
The following is a DFT calculation (the ωB97M-V functional and the def2-TZVPD basis) of a structure of composition C5H9O5Sm in a non-equilibrium geometry.

Geometry (Å):
C -2.39348 1.07769 2.03834
C -1.57848 0.23940 1.08100
O -0.51966 0.91176 0.39161
Sm -0.29294 3.34010 0.47847
H -3.14206 0.44798 2.53825
H -1.75819 1.50561 2.82819
H -2.94384 1.87095 1.50926
H -2.24605 -0.23730 0.34419
H -1.13909 -0.60391 1.64067
C 0.57014 -0.44305 -0.73025
C 1.97100 0.11473 -0.98262
O 2.75636 -0.75775 -1.77007
C 2.60224 -2.07941 -1.44159
O 1.47932 -2.28292 -0.86053
O 3.28842 -2.89381 -2.04031
O -0.19180 -0.29889 -1.85761
H 0.32116 -1.04036 0.15273
H 2.45342 0.31757 -0.01798
H 1.91849 1.00539 -1.62630
H -1.15498 -0.19380 -1.67547

Highest occupied orbital energy (spin up / spin down), eV: -10.9 / -10.9
Charge: +1
LUMO level (spin up / spin down), eV: -6.55 / -6.41
Spin multiplicity: 7
Energy above the lowest of the compared OMol25 structures with the same formula, charge and spin, kcal/mol: 71.6

Charges per atom according to Mulliken partitioning, unit e:
1 C -1.4909
2 C 0.0380
3 O -0.6691
4 Sm 1.6261
5 H 0.3616
6 H 0.3625
7 H 0.3021
8 H 0.2911
9 H 0.3296
10 C 0.5841
11 C -0.5944
12 O -0.3699
13 C 0.6704
14 O -0.6399
15 O -0.5925
16 O -0.4405
17 H 0.2581
18 H 0.2834
19 H 0.3149
20 H 0.3752



No. 10
The following is a DFT calculation (the ωB97M-V functional and the def2-TZVPD basis) of the molecule C5H9OP in a non-equilibrium geometry.

Geometry (Å):
C -0.90356 1.22871 -0.87572
C 0.28462 0.88579 -1.35840
C -1.17998 0.96887 0.57363
C 0.13058 0.57562 1.26845
C 1.43137 -1.59161 -0.34090
O 3.13502 1.13402 0.24295
P 1.32808 0.20701 -0.06848
H -1.69425 1.65521 -1.47616
H 0.62051 1.02213 -2.37260
H -1.61710 1.85860 1.03316
H -1.92409 0.17090 0.65418
H 0.54653 1.41276 1.83045
H 0.02760 -0.26805 1.95002
H 1.92050 -2.05707 0.51159
H 0.42598 -1.98718 -0.47283
H 2.02688 -1.76958 -1.23440

Highest occupied orbital energy, eV: -8.5
Charge: 0
Structure (SMILES): C[P@@]1(=O)C=CCC1
LUMO level, eV: 0.63
Spin multiplicity: 1
Energy above the lowest of the compared OMol25 structures with the same formula, charge and spin, kcal/mol: 58.4

Charges per atom according to natural (NBO) partitioning, unit e:
1 C -0.1050
2 C -0.5677
3 C -0.4495
4 C -0.7430
5 C -0.9633
6 O -0.9086
7 P 1.5440
8 H 0.2167
9 H 0.2500
10 H 0.2291
11 H 0.2237
12 H 0.2722
13 H 0.2452
14 H 0.2584
15 H 0.2377
16 H 0.2601